ORCA calculation (wB97M-V/def2-TZVPD) on a structure of composition C20H34ClFGdN3O4.

As for the spin multiplicity: 8. The HOMO energy (spin up / spin down) is -6.20 / -5.96 eV. As for the energy above the lowest of the compared OMol25 structures with the same formula, charge and spin: 286.58 kJ/mol. The total charge is 0.

Each line ends with the Mulliken spin population.
CARTESIAN COORDINATES (ANGSTROEM)
O1 1.8523 -0.4319 -3.2315  0.000
C1 0.7341 0.0537 -3.3325  -0.006
C2 0.3627 1.5164 -3.4609  -0.001
C3 0.5066 2.4704 -2.4238  0.010
H1 0.4469 2.1595 -1.3650  -0.006
C4 0.6261 3.8094 -2.8041  0.001
H2 0.8733 4.5676 -2.0501  0.000
C5 0.4330 4.1808 -4.1383  0.000
H3 0.6145 5.2099 -4.4412  0.000
C6 0.0165 3.2414 -5.0951  0.000
H4 -0.1955 3.5273 -6.1202  0.000
C7 -0.0938 1.9027 -4.7331  0.000
H5 -0.5158 1.1389 -5.3970  0.000
H6 -0.1657 -0.6021 -3.2927  0.002
C8 -2.3028 -1.4220 -1.4569  -0.043
C9 -1.9908 -0.1519 -0.7640  0.319
H7 -2.8794 -1.2541 -2.3737  -0.009
H8 -2.9105 -2.0943 -0.8526  0.008
H9 -1.3895 -1.9653 -1.7486  0.018
C10 -2.4780 1.0309 -1.0493  -0.070
C11 -3.9764 1.2629 -1.1646  0.033
H10 -1.8668 1.9452 -1.1169  0.010
H11 -4.2986 1.6522 -2.1403  -0.003
H12 -4.2960 1.9593 -0.3765  -0.003
H13 -4.4346 0.2780 -0.9796  -0.001
Gd1 -0.6296 -0.1114 1.0974  6.631
Cl1 -3.0775 -0.1682 2.0181  0.016
C12 -0.6261 0.6552 4.0388  0.003
O2 0.2183 0.0038 3.3442  0.022
N1 -1.0285 0.2204 5.2189  0.000
C13 -0.5645 -1.0606 5.7344  -0.001
C14 -1.9320 1.0266 6.0087  0.000
H14 -1.1183 1.5586 3.6377  0.001
H15 0.0465 -1.5546 4.9781  0.000
H16 -1.4343 -1.6759 5.9749  0.000
H17 0.0264 -0.9025 6.6403  0.000
H18 -2.2571 1.8651 5.3846  0.000
H19 -1.4159 1.4125 6.8972  0.000
H20 -2.7960 0.4219 6.3024  0.000
H21 4.7820 1.7662 -1.0701  0.000
H22 4.0255 2.4855 1.2842  0.000
C15 3.6911 1.7397 -1.2114  0.000
C16 3.0390 2.0215 1.1839  0.000
N2 3.0622 1.1899 -0.0179  0.002
H23 3.4453 1.0968 -2.0658  0.000
C17 2.4746 -0.0094 -0.0777  -0.008
O3 1.7488 -0.4789 0.8342  0.019
H24 2.8147 1.4068 2.0584  0.000
H25 2.6913 -0.5819 -1.0018  0.000
H26 3.3223 2.7594 -1.3974  0.000
H27 2.2820 2.8094 1.0996  0.000
H28 0.0856 -5.7373 1.2975  0.000
H29 2.1949 -5.5664 -0.2832  0.000
C18 -0.4374 -5.1736 0.5133  0.000
C19 1.5702 -4.9443 -0.9361  0.000
N3 0.5113 -4.3064 -0.1760  0.001
H30 -1.2305 -4.5680 0.9508  0.000
C20 0.4822 -2.9874 -0.0048  0.006
O4 -0.3445 -2.4290 0.7411  0.030
H31 2.1901 -4.1677 -1.3980  0.000
H32 1.2499 -2.4231 -0.5799  -0.003
H33 -0.8325 -5.8870 -0.2198  0.000
H34 1.1355 -5.5870 -1.7081  0.000
F1 -0.0371 1.8964 0.8178  0.020

Cartesian forces (eV/Å) of the 6 atoms listed first:
-1.09 1.03 -0.09
-0.73 -0.43 0.90
0.13 -0.04 0.13
0.31 -0.42 -0.58
0.63 0.17 -0.49
-0.37 -0.05 0.08

---

ORCA calculation (wB97M-V/def2-TZVPD) on a cluster of 5 separate species, C20H34F7N4P in total.

As for the spin multiplicity: 1. The HOMO energy is -9.12 eV. The total charge is 0. The SMILES is C[PH3]C(F)(F)C(F)(F)C(F)(F)F.CCCC#N.CCCC#N.CCCC#N.CCCC#N.

Each line ends with the natural charge from an NBO analysis.
CARTESIAN COORDINATES (ANGSTROEM)
C1 1.4108 -4.1260 -2.2443  -0.978
P1 -0.4266 -3.6749 -2.0940  0.752
C2 -2.3451 -3.1907 -2.0049  0.329
F1 -2.5696 -2.1678 -2.8592  -0.338
F2 -2.6582 -2.7282 -0.7650  -0.347
C3 -3.3099 -4.3367 -2.3046  0.537
F3 -3.1828 -5.2844 -1.3746  -0.302
F4 -2.9722 -4.8410 -3.5085  -0.315
C4 -4.8174 -3.9735 -2.3798  0.923
F5 -5.4921 -5.0651 -2.7519  -0.310
F6 -5.2534 -3.6311 -1.1701  -0.308
F7 -5.0706 -3.0091 -3.2359  -0.293
H1 1.8724 -3.5655 -3.0530  0.236
H2 1.4610 -5.1734 -2.5275  0.222
H3 1.9581 -4.0001 -1.3151  0.225
H4 -0.3642 -2.8438 -3.2446  -0.018
H5 -0.2585 -2.9957 -0.8616  0.005
H6 -0.8030 -5.0439 -2.1217  -0.019
C5 -3.9357 -2.1331 2.0203  -0.615
C6 -4.1104 -1.0755 3.1033  -0.379
C7 -3.0098 -0.0095 3.0604  -0.512
C8 -1.6886 -0.6131 3.2652  0.316
N1 -0.6607 -1.0847 3.4297  -0.370
H7 -3.0018 -2.6826 2.1462  0.214
H8 -4.7488 -2.8581 2.0562  0.220
H9 -3.9333 -1.6797 1.0298  0.213
H10 -4.1184 -1.5537 4.0847  0.207
H11 -5.0765 -0.5832 2.9806  0.211
H12 -3.1682 0.7412 3.8348  0.250
H13 -3.0088 0.4987 2.0953  0.249
C9 2.8613 2.5061 6.0455  -0.613
C10 1.6757 1.7898 5.4080  -0.377
C11 2.0786 0.8808 4.2421  -0.523
C12 2.7121 1.6565 3.1711  0.314
N2 3.1861 2.2719 2.3329  -0.372
H14 3.3558 3.1691 5.3341  0.214
H15 2.5331 3.1156 6.8877  0.215
H16 3.5991 1.7911 6.4143  0.204
H17 0.9518 2.5289 5.0583  0.204
H18 1.1722 1.1814 6.1612  0.211
H19 1.2030 0.3804 3.8305  0.279
H20 2.7780 0.1143 4.5778  0.243
C13 1.0563 4.7098 1.1706  -0.623
C14 1.7527 5.1089 -0.1233  -0.376
C15 1.0831 6.2974 -0.8226  -0.509
C16 -0.3037 5.9820 -1.1837  0.293
N3 -1.3797 5.7288 -1.4719  -0.343
H21 0.0299 4.3856 0.9873  0.207
H22 1.5848 3.8833 1.6407  0.241
H23 1.0300 5.5442 1.8757  0.197
H24 1.7736 4.2537 -0.8012  0.207
H25 2.7902 5.3696 0.0918  0.212
H26 1.6220 6.5600 -1.7331  0.246
H27 1.0795 7.1721 -0.1710  0.242
C17 3.3452 0.1978 -3.1805  -0.614
C18 2.8591 0.4555 -4.6025  -0.380
C19 1.9384 -0.6519 -5.1257  -0.510
C20 2.6330 -1.9440 -5.1543  0.292
N4 3.1740 -2.9502 -5.1766  -0.340
H28 3.9418 -0.7138 -3.1223  0.217
H29 3.9704 1.0208 -2.8352  0.221
H30 2.5052 0.1008 -2.4896  0.204
H31 3.7185 0.5574 -5.2676  0.209
H32 2.3164 1.4016 -4.6342  0.211
H33 1.5976 -0.4240 -6.1356  0.252
H34 1.0572 -0.7472 -4.4885  0.241

Cartesian forces (eV/Å) of the 6 atoms listed first:
-0.63 -0.06 -0.14
1.19 -0.19 -0.06
0.21 -0.29 0.31
-0.15 0.31 -0.46
0.02 0.14 0.47
-0.48 0.94 -0.52

---

ORCA calculation (wB97M-V/def2-TZVPD) on a cluster of 2 separate species, C20H34NO7PS in total.

As for the spin multiplicity: 1. The HOMO energy is 0.51 eV. The total charge is -2.

Each line ends with the natural charge from an NBO analysis.
CARTESIAN COORDINATES (ANGSTROEM)
C1 -1.3162 2.8183 1.1962  -0.649
C2 -1.2317 3.3090 2.7660  -0.529
S1 0.1943 2.5202 3.7171  0.134
C3 1.4964 1.8245 2.5627  -0.197
O1 2.3920 0.8515 3.2155  -0.573
C4 2.0887 -0.5113 2.7326  0.747
O2 0.9042 -1.0419 3.1410  -0.535
C5 3.1873 -1.3218 1.7997  -0.418
C6 4.2569 -2.3961 2.4877  -0.223
C7 5.3087 -3.2078 1.4881  -0.122
N1 5.3422 -3.0158 -0.0124  -0.727
C8 4.3763 -2.0416 -0.6727  -0.190
C9 3.2621 -1.1533 0.1644  0.020
C10 2.2641 -0.1840 -0.7140  -0.452
C11 2.9295 1.2293 -1.2056  -0.421
C12 2.5123 1.7190 -2.7112  -0.406
C13 0.9119 1.4642 -3.0884  -0.424
C14 -0.0937 2.6326 -2.5197  -0.420
C15 -1.6865 2.3770 -2.7990  -0.413
C16 -2.1788 0.8195 -2.6866  -0.418
C17 -1.9807 0.1264 -1.2148  -0.431
C18 -2.2051 -1.5303 -1.2342  -0.461
C19 -3.0905 -2.0785 0.0380  -0.104
O3 -4.4951 -2.4123 -0.3719  -0.564
C20 -5.1417 -1.1556 -0.7796  -0.275
H1 -1.3188 1.6345 1.2117  0.241
H2 -0.2812 3.1266 0.7022  0.201
H3 -2.2504 3.2102 0.6100  0.215
H4 -1.1093 4.4960 2.7501  0.192
H5 -2.2856 3.0575 3.2498  0.230
H6 2.0726 2.7466 2.1037  0.188
H7 0.9235 1.2277 1.7124  0.206
H8 4.2611 -2.5946 3.6423  0.223
H9 6.0551 -4.0042 1.9471  0.192
H10 6.0088 -3.5683 -0.6301  0.386
H11 4.4308 -1.9196 -1.8569  0.188
H12 1.9941 -0.8053 -1.6955  0.214
H13 1.2742 0.0581 -0.1255  0.220
H14 4.1192 1.1393 -1.1805  0.228
H15 2.6151 2.0677 -0.4255  0.194
H16 2.6782 2.9001 -2.7354  0.192
H17 3.2098 1.2866 -3.5586  0.204
H18 0.8688 1.5541 -4.2784  0.188
H19 0.5641 0.3627 -2.8538  0.225
H20 0.1922 2.8470 -1.4042  0.216
H21 0.1906 3.6242 -3.1207  0.196
H22 -2.0478 2.8058 -3.8336  0.200
H23 -2.2790 2.9909 -1.9634  0.205
H24 -1.6260 0.1031 -3.4661  0.203
H25 -3.3356 0.7175 -2.9617  0.203
H26 -0.8682 0.3440 -0.8702  0.215
H27 -2.7196 0.5305 -0.4008  0.211
H28 -1.1589 -2.0978 -1.1755  0.234
H29 -2.7418 -1.9016 -2.2077  0.201
H30 -3.0777 -1.3575 0.9804  0.221
H31 -2.6487 -3.1129 0.4378  0.250
H32 -6.3322 -1.2067 -0.7235  0.180
H33 -4.8708 -0.9765 -1.9047  0.161
H34 -4.7662 -0.3173 -0.0488  0.181
O4 -4.2696 -3.9422 3.6866  -0.908
P1 -2.7494 -3.7220 3.7551  2.402
O5 -2.3123 -3.6184 5.2254  -0.879
O6 -2.3869 -2.4215 3.0192  -0.880
O7 -2.0290 -4.9054 3.0883  -0.884

Cartesian forces (eV/Å) of the 6 atoms listed first:
1.23 -0.91 0.78
-1.19 0.99 -1.94
-0.51 0.02 0.27
-0.39 -0.54 -2.24
-1.51 -0.03 -1.95
-4.54 -4.06 1.08

---

ORCA calculation (wB97M-V/def2-TZVPD) on a cluster of 6 separate species, C20H35B2F5NO23P2S in total.

As for the spin multiplicity: 1. The HOMO energy is -3.48 eV. The total charge is -1.

Each line ends with the Löwdin charge.
CARTESIAN COORDINATES (ANGSTROEM)
C1 5.1436 -1.4305 -2.7428  -0.100
C2 3.8109 -1.3078 -2.0041  -0.389
N1 3.4471 0.0684 -1.7082  -0.248
P1 1.7370 0.5994 -2.1246  0.520
C3 -0.0500 1.1583 -2.6199  -0.339
C4 -1.2655 0.4464 -2.0393  -0.261
C5 -2.5347 1.0510 -2.7117  -0.220
S1 -3.7955 -0.0543 -3.2991  0.558
O1 -4.3505 0.5354 -4.4614  -0.289
O2 -4.7220 -0.3629 -2.2627  -0.290
O3 -3.1394 -1.4146 -3.7970  -0.153
P2 1.0063 -0.9027 -0.5577  0.619
O4 0.4894 -2.2026 -1.1223  -0.552
B1 1.8492 1.9977 -0.6826  -0.719
O5 3.0610 2.5279 -0.3099  0.103
O6 0.7394 2.5176 0.0038  0.072
B2 2.3664 1.8866 -3.5196  -0.657
O7 2.5970 3.2512 -3.2776  0.079
O8 2.5591 1.4742 -4.8481  0.068
H1 5.7666 -2.1727 -2.2609  0.054
H2 5.6985 -0.5050 -2.7030  0.057
H3 5.0193 -1.7684 -3.7623  0.057
H4 3.9585 -1.8241 -1.0550  0.074
H5 3.0248 -1.8545 -2.5193  0.073
H6 4.1045 0.7135 -2.1241  0.044
H7 1.6289 -0.4226 -3.1706  0.029
H8 -0.2034 2.2186 -2.4630  0.045
H9 -0.1078 1.0142 -3.6980  0.083
H10 -1.3974 0.6476 -0.9905  0.087
H11 -1.2639 -0.6151 -2.2376  0.074
H12 -2.2394 1.6481 -3.5581  0.094
H13 -3.0404 1.7026 -2.0182  0.092
H14 -2.9025 -1.9300 -3.0023  0.071
H15 2.1220 -1.2214 0.2682  -0.027
H16 0.1186 -0.3335 0.3972  -0.038
H17 2.9448 3.4813 -0.1510  0.106
H18 0.5772 2.0599 0.8429  0.065
H19 1.8339 3.7479 -3.6222  0.089
H20 3.4786 1.2037 -4.9964  0.090
C6 -0.3791 0.0201 5.1628  -0.037
C7 -0.4357 -0.5329 3.7576  -0.306
O9 0.0386 0.5601 2.9830  0.113
C8 0.8701 1.2898 3.7693  -0.548
O10 1.6219 2.1133 3.3733  0.183
O11 0.7224 0.9406 5.0735  0.053
F1 -1.6941 -0.8248 3.3832  0.088
H21 -1.2894 0.5634 5.4146  0.146
H22 -0.1925 -0.7385 5.9165  0.141
H23 0.2050 -1.3991 3.5840  0.180
C9 -0.8649 -4.4783 -3.2734  -0.038
C10 -1.5616 -5.7516 -3.6893  -0.313
O12 -2.2805 -6.1047 -2.5218  0.132
C11 -2.5548 -4.9492 -1.8539  -0.543
O13 -3.3570 -4.8611 -0.9866  0.172
O14 -1.8057 -3.9330 -2.3317  0.050
F2 -0.6857 -6.7442 -3.9883  0.070
H24 0.0848 -4.6624 -2.7722  0.145
H25 -0.7032 -3.7898 -4.0975  0.145
H26 -2.2609 -5.6403 -4.5195  0.171
C12 4.8634 2.2536 5.3425  -0.040
C13 4.2030 1.2039 6.1984  -0.314
O15 4.9082 1.3184 7.4261  0.128
C14 5.3494 2.6067 7.5207  -0.557
O16 5.7542 3.1081 8.5127  0.174
O17 5.2481 3.2306 6.3233  0.073
F3 4.3786 -0.0457 5.7025  0.076
H27 5.7529 1.8687 4.8433  0.146
H28 4.1901 2.6786 4.6027  0.135
H29 3.1396 1.3729 6.3711  0.164
C15 -3.6312 5.6150 -2.1788  -0.053
C16 -3.1533 5.1480 -0.8215  -0.315
O18 -2.0752 4.2984 -1.1559  0.132
C17 -1.5586 4.7328 -2.3403  -0.533
O19 -0.5170 4.4004 -2.7836  0.191
O20 -2.4201 5.5957 -2.9411  0.073
F4 -4.1001 4.4356 -0.1640  0.076
H30 -4.3470 4.9138 -2.6100  0.145
H31 -4.0631 6.6118 -2.1658  0.136
H32 -2.7929 5.9434 -0.1673  0.172
C18 -3.9443 -3.4858 1.9685  -0.038
C19 -4.6348 -4.5613 2.7737  -0.311
O21 -3.9841 -4.4591 4.0332  0.128
C20 -3.5563 -3.1719 4.1675  -0.562
O22 -3.1949 -2.6918 5.1910  0.160
O23 -3.6081 -2.5288 2.9851  0.056
F5 -4.4358 -5.8012 2.2726  0.079
H33 -3.0336 -3.8520 1.4961  0.140
H34 -4.5790 -3.0380 1.2104  0.144
H35 -5.7060 -4.4070 2.9125  0.170

Cartesian forces (eV/Å) of the 6 atoms listed first:
-0.19 -0.46 0.08
0.70 0.34 0.61
-0.50 -0.65 -0.21
0.51 2.06 -0.64
-0.16 -0.46 0.12
-1.00 0.67 -0.76